1.
Here is a structure of composition C18H42BeF6O9S5 in a non-equilibrium geometry from OMol25. Energies are from ωB97M-V/def2-TZVPD.

Geometry (Å):
H 2.0507 0.4736 -5.1809
S 1.2273 0.9775 -2.9855
O -1.9592 -0.7826 1.4089
H 1.2098 3.5431 -3.1419
H -1.5278 4.4415 -2.6577
C -2.6784 3.0491 0.6831
C 1.4373 -3.6224 -2.0641
H -3.3656 2.3921 0.1339
H -3.8506 -3.4466 -0.7291
C 2.0275 3.7060 1.1975
H 4.5611 3.3923 -0.1001
C 2.6818 -4.9446 0.3242
C 1.2774 0.0761 -4.5254
H 2.8906 -1.9713 1.1609
H 3.7202 -0.4848 1.4818
C 2.5413 0.1292 4.1093
H -3.4475 3.4100 -1.6836
C -2.8501 -3.0409 -0.8879
O 0.7257 0.0159 2.1054
C 3.9558 2.4995 -0.2613
H 1.8463 0.4368 4.8893
H 1.9266 2.7604 -4.4482
H 0.9551 3.6812 1.4133
H 3.4614 -4.9185 -0.4415
H -2.4168 -2.8239 0.0867
C 0.9318 -3.3465 -0.5849
C -3.8545 -1.8284 3.0722
O 1.3900 1.8138 -0.3200
H 0.2708 -4.1592 -0.2492
H 2.6687 -5.2121 2.5137
H -2.6915 -3.2464 -3.4808
F 2.7884 -3.5030 -2.2795
H 4.0694 -4.2391 1.8210
C 3.1559 -1.2814 1.9666
C 3.3533 -5.0475 1.6803
H 2.2399 4.7757 1.2313
H -2.5591 0.7736 3.8886
F 0.8081 -2.7926 -2.9076
F -2.5680 4.2102 2.7778
O -2.1809 -0.4893 -1.3978
H 2.4568 3.0975 1.9919
C -1.8334 -0.0237 4.0533
H 0.2651 2.8514 -4.5126
H -3.0835 -1.6967 -4.3036
C -2.5891 -2.1616 -3.4524
C 1.0579 2.6775 -3.7840
C -2.3125 5.1053 -2.2893
H -4.2386 -2.5757 2.3823
H 1.6541 -0.9044 -4.2211
O 0.5216 -2.1223 -0.2684
C -3.3701 3.4487 1.9965
H 1.9688 -5.7625 0.1916
F -4.5458 4.0276 1.7395
H 4.0540 1.8740 0.6250
C -3.1725 4.3889 -1.2830
H 2.9775 1.0079 3.6371
H -4.0416 5.0185 -1.0675
O 2.1120 -3.6520 0.2103
S 2.2562 3.0016 -0.4710
H 3.9583 -5.9569 1.7619
Be -0.4002 0.2575 0.0441
S -2.0683 -1.3793 2.7887
H -4.3616 -0.8661 3.0529
S 1.6471 -0.8828 2.9033
O -0.0309 0.5629 -2.2985
H 0.3283 -0.1382 -5.0136
H -1.5150 -2.0160 -3.5824
H -2.1849 -3.7303 -1.4024
H -0.8165 0.3541 4.0152
F 1.2000 -4.8680 -2.5410
S -3.1837 -1.4929 -1.8684
F -3.6480 2.3513 2.7329
H -3.8615 -2.3327 4.0394
O -1.5123 2.3659 0.7334
H -2.0571 -0.3574 5.0687
H 3.3001 -0.5410 4.5092
H -2.9152 5.3222 -3.1753
H -1.8730 6.0141 -1.8815
O -2.3986 4.2366 -0.1071
H 3.8093 -1.8699 2.6122
H 4.2250 1.9900 -1.1852

Properties
- gap between HOMO and LUMO (eV) = 7.608
- LUMO (eV) = 0.3


2.
Here is a structure of composition C18H42BeN6O10S in a non-equilibrium geometry from OMol25. Energies are from ωB97M-V/def2-TZVPD.

Geometry (Å):
N -3.1023 1.8476 -6.7910
N 3.9127 2.3061 4.0374
H 5.3784 0.8421 3.9681
C -2.7257 -2.3877 3.5727
N 3.0899 -5.0457 2.9649
Be 0.1412 -0.6613 -1.0222
C -2.6095 0.8920 -5.9825
H -2.1599 3.1263 -7.9874
C -4.7590 -2.4463 2.2120
H 6.7963 0.1920 -3.6553
O -1.4608 -4.5103 -4.5627
H 4.8255 3.3820 -3.1017
H 2.1182 -5.7630 4.7536
H -5.5669 -3.1724 2.1223
C -5.9042 3.8635 -0.7312
H -6.4210 5.0576 1.8872
O 2.5931 2.0826 2.1730
C 3.9678 2.6097 5.4703
O -2.0377 -1.8883 2.6796
H -2.4020 -2.7280 4.5685
C -4.4362 2.7429 0.9767
C 6.5517 0.4585 -2.6270
C -4.1667 1.4607 -7.7334
H 8.0060 2.5981 -2.2217
C -6.3286 3.9795 1.7560
O -1.9256 -3.1886 -2.6357
H -5.1494 3.6282 -1.4815
C -4.8137 -2.8044 4.6369
H 5.6701 -0.1363 -2.3881
C 2.5558 -5.9943 1.9744
H 1.4976 -5.9200 1.7236
H -6.8177 3.3646 -1.0549
N 6.2105 1.8695 -2.9506
H 4.8806 1.4463 2.3386
C 2.7249 2.4601 3.3501
C 4.9160 2.2904 -2.9904
N -5.5168 3.4887 0.6350
C 7.3741 2.7791 -3.0912
O 3.1984 -3.2897 1.5865
H 7.1220 3.8385 -3.0444
H -4.2002 2.7173 2.0518
H 7.3642 0.3403 -1.9101
H 3.5069 -4.6932 4.9407
S -1.0403 -4.2285 -3.2110
H -3.1956 -0.0398 -5.9991
H 7.8341 2.6674 -4.0730
H 3.1581 3.1348 5.9770
O 0.3304 -3.6974 -3.1223
O 3.9625 1.5343 -2.7841
H -5.1984 -3.7893 4.9016
H -1.6445 3.3318 -6.2459
H -5.7776 -2.3115 4.5099
H 4.2231 1.7465 6.0850
C 5.0394 1.6996 3.3868
C -2.4604 3.1287 -6.9397
H 1.9139 2.8833 3.9628
H -3.6704 1.5377 -8.7008
H -4.2883 -2.4024 5.5032
H -5.8896 3.6354 2.6925
H 3.0142 -5.9423 0.9869
H -5.1808 -1.4433 2.2771
C 3.0974 -5.5103 4.3468
O -1.0935 -5.5215 -2.5446
H -5.9775 4.9347 -0.9189
H 4.7326 3.3691 5.6335
H 2.6372 -7.0320 2.2980
O -3.6009 2.2477 0.1821
H 3.7955 -3.1960 3.5274
H -4.9657 2.1918 -7.6104
H -7.3648 3.6423 1.7299
H 3.8292 -6.3053 4.4900
O -1.6590 1.1049 -5.2158
C 3.3862 -3.7849 2.6920
H -4.1137 -2.5555 1.3404
H -3.1902 3.9149 -6.7465
N -4.0219 -2.7186 3.4568
H -4.4497 0.4128 -7.6333
H 5.9310 2.3255 3.3487

Properties
- gap between HOMO and LUMO (eV) = 3.345
- LUMO (eV) = -4.5


3.
Here is a cluster of 9 separate species, C18H42Br6Cl8N2O2 in total in a non-equilibrium geometry from OMol25. Energies are from ωB97M-V/def2-TZVPD.

Geometry (Å):
Cl 9.8827 -15.4470 31.9332
Br 18.1792 -13.9608 32.2714
C 9.5543 -15.2882 30.2154
H 7.7002 -8.0974 32.0373
O 13.6892 -11.1680 25.0023
C 4.8360 -13.2317 34.5675
C 6.0752 -20.4771 32.7618
H 6.7252 -19.7089 32.3431
H 16.7074 -18.6345 23.1665
H 19.8048 -16.4203 31.4890
C 4.2183 -12.8629 33.2708
H 3.7320 -15.1517 23.9509
Cl 9.0394 -8.9257 30.4089
H 5.9868 -21.7954 34.5747
H 15.5271 -8.9926 25.7591
H 12.0374 -18.9956 36.3453
Cl 11.8418 -21.1173 37.4455
H 8.9454 -16.1098 29.8382
H 15.2752 -11.3204 27.3854
Cl 4.8667 -16.3775 25.8271
H 9.0209 -14.4039 29.8668
H 14.6442 -19.6446 22.2864
H 11.8583 -12.0838 25.1841
H 13.2071 -19.2703 37.7536
H 14.3725 -18.7685 19.1169
C 13.6201 -10.5928 26.2816
H 15.4348 -16.1267 22.7622
C 15.0934 -17.7957 24.2583
H 14.6173 -20.3483 19.9265
H 5.0534 -20.1077 32.8489
H 8.0917 -6.8317 30.7140
H 7.6189 -21.1976 34.0411
H 14.6085 -18.6844 24.6623
C 6.5540 -20.9804 34.1250
C 12.4708 -11.5866 24.4319
H 15.5787 -10.4460 25.1146
Cl 3.1255 -13.8917 25.7211
N 16.1550 -16.7608 22.4471
C 14.9274 -9.2158 27.9928
Br 6.2627 -22.1047 31.6313
H 15.8368 -17.4801 24.9902
H 15.9164 -8.9531 28.3682
C 14.9816 -10.3520 26.9804
H 14.6304 -8.2582 27.5651
H 13.0981 -9.6437 26.1600
Br 5.2248 -11.6549 35.7791
H 12.9823 -11.0835 27.0168
C 12.6896 -19.6809 36.8866
O 15.8159 -18.8590 20.7057
H 14.0732 -18.0349 21.6567
C 14.9247 -18.6897 21.8419
H 14.3262 -17.0222 24.2230
C 17.6838 -15.7350 31.6388
Cl 11.0833 -15.3334 29.3645
C 15.0968 -19.4265 19.5972
H 4.0494 -13.8142 35.0472
H 14.2242 -9.4508 28.7918
C 18.9006 -16.3839 30.8814
H 16.2015 -16.6520 21.4441
Br 6.3174 -19.4666 35.2868
H 11.9644 -10.6894 24.0760
H 3.2543 -12.4081 33.4988
H 15.8370 -19.7144 18.8507
Br 4.0586 -14.5908 32.1751
N 15.8573 -9.9303 25.9372
H 19.1747 -15.7878 30.0110
C 4.2709 -14.9295 24.8719
C 15.8157 -18.0617 22.9119
Cl 13.9286 -20.1684 35.7060
H 4.8114 -12.1084 32.7539
H 16.9524 -15.5133 30.8616
Br 18.3642 -18.0949 30.0976
Cl 9.6853 -6.8572 32.4215
H 17.2903 -16.3900 32.4161
H 12.5913 -12.2598 23.5831
C 8.4333 -7.6149 31.3908
H 5.7448 -13.8151 34.4200
H 5.1368 -14.4027 24.4708

Properties
- SMILES = COC[C@H](C)N.COC[C@H](C)N.BrCCBr.BrCCBr.BrCCBr.ClCCl.ClCCl.ClCCl.ClCCl
- gap between HOMO and LUMO (eV) = 8.805
- LUMO (eV) = -0.1